# 1
27
Properties=species:S:1:pos:R:3:nbo_charge:R:1 method="wB97M-V/def2-TZVPD" gap_ev="10.11 / 7.12" homo_energy_ev="-13.80 / -14.41" s_squared=0.767 charge=+1 spin_multiplicity=2 e_above_lowest_ev=0.665 e_lumo_ev="-3.68 / -7.29"
C -2.961 0.796 -0.643 -0.615
C -3.787 0.598 -1.926 -0.614
H -1.994 0.314 -0.775 0.180
H -2.831 1.842 -0.402 0.194
H -3.532 0.420 0.204 0.221
H -4.334 1.487 -2.222 0.217
H -4.569 -0.149 -1.808 0.217
H -3.137 0.249 -2.732 0.204
C 2.279 -1.935 0.041 -0.471
C 1.341 -2.839 -0.762 -0.602
C 1.672 -0.692 0.596 0.205
C 0.807 0.121 -0.203 -0.173
C 2.127 -0.244 1.860 -0.199
C 0.423 1.323 0.272 -0.225
C 1.915 1.058 2.220 -0.165
C 0.968 1.834 1.480 0.443
O 0.746 3.047 1.891 -0.538
H 2.792 -2.502 0.819 0.241
H 3.146 -1.623 -0.544 0.263
H 1.821 -3.763 -1.074 0.249
H 0.526 -0.288 -1.154 0.253
H 2.899 -0.673 2.496 0.259
H -0.382 1.869 -0.207 0.250
H 2.532 1.610 2.922 0.259
H 0.182 3.585 1.296 0.523
H 0.816 -2.328 -1.570 0.210
H 0.538 -3.116 -0.072 0.217



# 2
24
Properties=species:S:1:pos:R:3:nbo_charge:R:1 method="wB97M-V/def2-TZVPD" gap_ev=9.24 homo_energy_ev=-8.40 charge=0 spin_multiplicity=1 e_above_lowest_ev=0.591 smiles=Cc1ccc(O)cc1.CC e_lumo_ev=0.83
C -0.025 1.837 -1.699 -0.630
C 0.201 0.347 -1.581 -0.042
C 1.340 -0.152 -0.959 -0.193
C 1.410 -1.446 -0.489 -0.288
C 0.374 -2.340 -0.797 0.296
O 0.553 -3.680 -0.633 -0.667
C -0.770 -1.866 -1.394 -0.265
C -0.866 -0.526 -1.753 -0.189
H 0.896 2.374 -1.444 0.211
H -0.738 2.122 -0.943 0.221
H -0.303 2.171 -2.701 0.219
H 2.147 0.525 -0.718 0.209
H 2.266 -1.792 0.085 0.206
H 1.405 -3.846 -0.184 0.480
H -1.538 -2.588 -1.625 0.223
H -1.834 -0.119 -2.017 0.210
C -0.842 0.931 2.999 -0.619
C -0.265 1.374 1.659 -0.629
H -0.178 0.981 3.871 0.204
H -1.723 1.472 3.305 0.203
H -1.156 -0.113 3.046 0.205
H -0.932 2.137 1.290 0.206
H -0.207 0.536 0.974 0.221
H 0.786 1.662 1.708 0.208



# 3
11
Properties=species:S:1:pos:R:3:nbo_charge:R:1 method="wB97M-V/def2-TZVPD" gap_ev=8.91 homo_energy_ev=-8.11 charge=0 spin_multiplicity=1 e_above_lowest_ev=1.226 smiles=Oc1ccc[nH]1 e_lumo_ev=0.81
O -0.781 -0.583 -1.968 -0.687
C -0.728 -0.243 -0.636 0.369
C -0.513 1.037 -0.206 -0.320
C 0.394 0.955 0.879 -0.309
C 0.598 -0.378 1.148 -0.069
N -0.115 -1.114 0.239 -0.543
H 0.150 -0.390 -2.182 0.479
H -0.867 1.902 -0.751 0.226
H 0.945 1.787 1.291 0.224
H 1.220 -0.869 1.881 0.212
H -0.302 -2.105 0.303 0.418



# 4
66
Properties=species:S:1:pos:R:3:nbo_charge:R:1 method="wB97M-V/def2-TZVPD" gap_ev="6.97 / 6.96" homo_energy_ev="-14.38 / -14.38" charge=+2 spin_multiplicity=1 e_above_lowest_ev=0.000 e_lumo_ev="-7.41 / -7.42"
V 0.117 -0.237 0.158 1.261
C 4.433 -1.133 -0.398 -0.653
C 4.053 0.315 -0.481 0.177
N 5.023 1.201 -0.607 -0.345
C 4.769 2.501 -0.682 0.055
C 3.492 3.041 -0.628 -0.022
C 3.375 4.556 -0.643 -0.098
O 2.216 5.073 -1.270 -0.733
C 2.428 2.130 -0.487 -0.101
C 1.057 2.593 -0.394 0.187
N -0.023 1.914 -0.153 -0.507
C -1.241 2.644 -0.046 0.146
C -1.292 3.994 0.320 -0.212
C -2.493 4.677 0.365 -0.167
C -3.687 4.039 0.064 -0.160
C -3.675 2.691 -0.254 -0.223
C -2.463 2.030 -0.292 -0.155
I -2.452 -0.019 -0.793 0.449
C 2.721 0.751 -0.430 0.312
O 1.672 -0.071 -0.343 -0.586
H 5.514 -1.208 -0.469 0.270
H 3.995 -1.714 -1.213 0.224
H 4.113 -1.577 0.548 0.226
H 5.636 3.142 -0.799 0.220
H 4.279 4.955 -1.103 0.210
H 3.370 4.898 0.397 0.206
H 2.435 5.461 -2.122 0.502
H 0.961 3.659 -0.559 0.251
H -0.386 4.517 0.597 0.235
H -2.493 5.722 0.643 0.249
H -4.625 4.576 0.090 0.252
H -4.597 2.164 -0.461 0.247
C 1.353 -2.920 0.350 -0.065
N -0.017 -2.296 0.078 -0.514
C -0.431 -2.806 -1.292 -0.074
N -0.442 -4.239 -1.360 -0.436
C 0.897 -4.760 -1.074 -0.080
N 1.320 -4.348 0.266 -0.436
C 0.372 -4.883 1.248 -0.081
N -0.971 -4.357 0.989 -0.439
C -0.961 -2.926 1.088 -0.063
C -1.382 -4.758 -0.360 -0.082
H 1.662 -2.616 1.350 0.221
H 2.050 -2.530 -0.389 0.218
H 0.264 -2.404 -2.036 0.218
H -1.440 -2.461 -1.517 0.199
H 1.601 -4.382 -1.818 0.211
H 0.880 -5.847 -1.130 0.230
H 0.689 -4.606 2.255 0.212
H 0.351 -5.968 1.173 0.228
H -0.631 -2.626 2.083 0.215
H -1.968 -2.541 0.913 0.213
H -2.384 -4.377 -0.566 0.209
H -1.406 -5.845 -0.422 0.231
Cl -2.872 0.476 2.717 0.067
C -1.474 0.392 3.707 -0.005
C -1.552 0.541 5.074 -0.234
C -0.397 0.467 5.837 -0.096
C 0.849 0.274 5.255 -0.235
C 0.940 0.143 3.888 -0.015
Cl 2.461 -0.053 3.112 0.072
C -0.229 0.167 3.070 0.015
N -0.170 -0.050 1.735 -0.391
H -2.511 0.704 5.545 0.260
H -0.465 0.565 6.912 0.251
H 1.741 0.232 5.864 0.260